(1)
CH11O5 | ωB97M-V with the def2-TZVPD basis set

Last columns: bonded neighbours and bond lengths (Å).
Positions of all 17 atoms, in Å:
1 C -1.78604 -0.97283 1.16581  O2 1.412, H3 1.104, H4 1.128, H5 1.136
2 O -0.43073 -0.60607 1.01481  C1 1.412
3 H -1.97526 -1.23680 2.22125  C1 1.104
4 H -2.05813 -1.80233 0.45140  C1 1.128
5 H -2.37786 -0.03656 0.91200  C1 1.136
6 H -0.15471 -0.20235 -0.51498  O8 1.076
7 H 0.92838 0.78779 -1.37630  O8 1.034
8 O 0.29913 -0.02703 -1.47423  H6 1.076, H7 1.034
9 H 0.84844 -0.44642 3.04548  O11 0.997
10 H 1.33087 0.92539 2.32519  O11 0.975
11 O 1.54941 0.26164 3.00513  H9 0.997, H10 0.975
12 H 1.15949 -1.48249 -4.44547  O14 0.963
13 H 0.53830 -0.80275 -3.22191  O14 0.994
14 O 0.32251 -1.11855 -4.13920  H12 0.963, H13 0.994
15 H -0.19006 1.26900 0.75983  O17 1.026
16 H -0.10271 2.43499 -0.22732  O17 0.967
17 O -0.14413 2.29370 0.72798  H15 1.026, H16 0.967

Values from the calculation:
Frontier orbital gap: 7.851 eV
2S+1: 1
Net charge: -1

Atom charges from the Löwdin analysis, given in e for atoms 1 to 6: C -0.312; O -0.443; H 0.041; H 0.056; H 0.061; H 0.024

=====

(2)
CH11O5 | ωB97M-V with the def2-TZVPD basis set

Last columns: bonded neighbours and bond lengths (Å).
Positions of all 17 atoms, in Å:
1 C 0.35630 -0.65514 -1.23180  O2 1.392, H3 1.110, H4 1.103, H5 1.101
2 O 0.33548 0.26506 -0.18804  C1 1.392
3 H 1.37728 -0.99843 -1.49914  C1 1.110
4 H -0.06129 -0.24040 -2.16465  C1 1.103
5 H -0.16704 -1.60590 -1.04486  C1 1.101
6 H -0.68938 1.74771 -1.72779  O8 0.964
7 H 0.32283 2.57748 -1.14544  O8 0.967
8 O -0.54357 2.68566 -1.56159  H6 0.964, H7 0.967
9 H 1.83026 -0.44571 0.47799  O11 0.996
10 H 3.29456 -0.28791 0.85384  O11 0.958
11 O 2.60302 -0.95110 0.85073  H9 0.996, H10 0.958
12 H -2.17537 -0.56622 0.79121  O14 0.962
13 H -1.65428 0.50894 -0.08667  O14 0.978
14 O -2.50422 0.14844 0.23751  H12 0.962, H13 0.978
15 H 0.60228 -1.69866 2.11756  O17 0.960
16 H -0.03513 -0.89387 1.01617  O17 1.000
17 O -0.27394 -1.47406 1.79501  H15 0.960, H16 1.000

Values from the calculation:
Frontier orbital gap: 8.446 eV
2S+1: 1
Net charge: -1

Atom charges from the Löwdin analysis, given in e for atoms 1 to 6: C -0.335; O -0.416; H 0.056; H 0.050; H 0.065; H -0.009

=====

(2) is favored, and the nearest alternative lies 55.1 kJ/mol above it.